Density functional theory data (ωB97M-V with the def2-TZVPD basis set) for one molecule with the formula C26H27N5OS.

Geometry as XYZ:
```
60
Properties=species:S:1:pos:R:3:forces:R:3:lowdin_charge:R:1
C 3.492 -0.347 -5.062 0.06 -0.01 0.04 -0.052
C 3.198 -1.660 -4.401 0.01 -0.05 -0.05 -0.281
C 3.854 -2.816 -4.802 -0.03 0.05 0.02 -0.053
C 3.598 -4.016 -4.166 -0.04 0.07 -0.02 -0.044
C 2.685 -4.109 -3.126 -0.05 -0.03 0.03 -0.212
C 1.996 -2.953 -2.736 0.22 -0.04 -0.15 -0.193
C 2.273 -1.746 -3.372 -0.06 -0.04 0.03 0.018
H 1.751 -0.851 -3.068 -0.08 0.10 0.04 0.109
N 1.076 -3.039 -1.668 0.03 0.09 0.06 -0.118
C -0.185 -3.697 -1.960 -0.16 -0.21 0.21 -0.132
H -0.010 -4.561 -2.599 -0.02 0.00 0.00 0.117
C -0.834 -4.136 -0.647 -0.25 -0.22 -0.34 -0.110
N -0.999 -2.993 0.226 0.19 -0.19 -0.03 -0.045
C -2.239 -2.521 0.491 -0.05 0.03 0.15 -0.428
O -3.250 -3.068 0.090 -0.25 0.05 -0.09 0.075
C -2.307 -1.298 1.355 -0.24 0.15 0.11 -0.158
C -2.777 -0.104 0.823 0.06 -0.22 -0.01 -0.002
C -2.899 1.017 1.624 -0.07 -0.05 0.09 -0.035
C -2.572 0.953 2.972 -0.07 -0.15 -0.12 -0.308
C -2.117 -0.248 3.507 -0.07 0.04 -0.08 -0.042
C -1.984 -1.366 2.706 -0.01 -0.02 -0.10 -0.026
H -1.635 -2.297 3.127 0.05 -0.10 0.04 0.123
H -1.860 -0.301 4.555 0.03 -0.03 0.11 0.113
C -2.680 2.165 3.837 0.43 0.25 -0.03 -0.392
H -3.157 1.945 4.792 0.00 0.08 -0.02 0.083
H -3.188 2.983 3.331 -0.11 -0.06 0.09 0.079
S -1.016 2.792 4.294 -0.18 -0.06 0.44 0.983
C -0.556 3.495 2.781 -0.10 0.00 -0.06 -0.657
N -1.332 3.631 1.742 -0.34 -0.11 0.25 0.126
C -0.555 4.234 0.790 0.87 0.28 0.03 -0.223
C -0.837 4.624 -0.514 0.18 -0.02 0.20 0.004
C 0.202 5.217 -1.207 -0.34 -0.03 -0.23 -0.166
N 1.421 5.432 -0.719 0.41 0.20 -0.18 0.042
C 1.706 5.070 0.516 0.09 -0.09 0.32 -0.097
C 0.745 4.465 1.307 -0.54 0.11 -0.75 -0.178
N 0.710 3.975 2.592 -0.01 -0.10 0.21 0.111
H 1.452 3.976 3.271 -0.04 -0.02 -0.04 0.154
H 2.711 5.270 0.864 0.10 -0.01 0.10 0.108
H 0.063 5.549 -2.227 -0.12 -0.01 -0.08 0.100
H -1.809 4.472 -0.953 -0.11 -0.01 -0.08 0.106
H -3.240 1.950 1.204 -0.02 0.06 -0.01 0.105
H -3.045 -0.057 -0.222 -0.05 -0.01 -0.11 0.122
C 0.235 -2.285 0.466 0.30 0.45 -0.11 -0.119
H 0.053 -1.413 1.093 0.06 -0.12 -0.06 0.119
C 0.853 -1.854 -0.871 0.04 -0.04 0.39 -0.154
H 1.809 -1.359 -0.690 -0.05 0.02 -0.02 0.132
H 0.164 -1.139 -1.355 0.07 0.00 0.00 0.129
H 0.931 -2.959 0.979 0.00 0.10 -0.01 0.133
H -1.821 -4.565 -0.826 0.15 0.01 0.03 0.124
H -0.196 -4.872 -0.146 -0.01 0.01 -0.06 0.129
H -0.873 -3.012 -2.485 0.04 -0.06 -0.02 0.138
C 2.482 -5.419 -2.426 0.01 0.03 -0.06 -0.046
H 2.148 -5.252 -1.405 -0.03 -0.06 0.09 0.071
H 1.737 -6.029 -2.939 -0.07 -0.09 0.04 0.081
H 3.413 -5.981 -2.410 0.03 -0.07 0.01 0.079
H 4.131 -4.905 -4.473 0.06 -0.10 -0.01 0.111
H 4.573 -2.773 -5.606 0.08 0.01 -0.09 0.109
H 2.706 0.377 -4.863 -0.03 0.08 -0.03 0.074
H 4.431 0.059 -4.685 0.04 0.09 -0.03 0.083
H 3.592 -0.472 -6.139 0.00 0.06 -0.07 0.078
```
Positions in Å, forces in eV/Å.

Summary:
Largest force on an atom in eV/Å: 0.93
HOMO energy in eV: -8.134
Spin multiplicity: 1
Frontier orbital gap in eV: 8.5